Molecular formula: C6H10O
Method: DFT, wB97M-V/def2-TZVPD

The total energy comes out at -8426.3130 eV. The value obtained for the highest occupied orbital energy is -6.4713 eV. The energy above the lowest of the compared OMol25 structures with the same formula, charge and spin is 475.4 kJ/mol. The gap between HOMO and LUMO is 7.4 eV.

```
! wB97M-V def2-TZVPD RIJCOSX def2/J DEFGRID3
* xyz 0 1
H -2.05558 -1.40876 -0.60987
C 1.19262 0.62276 0.22003
O -1.07221 0.44630 -0.73841
H -1.17951 1.05406 1.29848
H -2.65382 1.36462 0.27948
C -1.17145 -0.91792 -0.23058
C 1.27401 -0.89806 0.41496
H -0.12338 -2.64425 0.25307
C -0.03977 -1.57173 0.12048
H 2.04959 -1.29672 -0.25672
C 0.27502 0.97256 -0.93584
H 0.83079 1.11649 1.12809
H 0.60896 0.51772 -1.87291
H 1.62533 -1.10786 1.43578
H 2.17913 1.05003 0.00695
C -1.86958 0.65382 0.55531
H 0.12986 2.04695 -1.06830
*
```

Molecular formula: C6H10O
Method: DFT, wB97M-V/def2-TZVPD

The total energy comes out at -8431.2266 eV. The SMILES is CC1(O)CC=CC1. The value obtained for the highest occupied orbital energy is -9.5110 eV. The energy above the lowest of the compared OMol25 structures with the same formula, charge and spin is 1.3 kJ/mol. The gap between HOMO and LUMO is 10.5 eV.

```
! wB97M-V def2-TZVPD RIJCOSX def2/J DEFGRID3
* xyz 0 1
H -1.56403 -0.54242 -1.34414
H 1.06346 0.34580 1.81297
C 0.98411 -0.05826 0.79770
C -0.24740 0.51575 0.05965
H -1.45969 -0.32748 1.31303
H 1.91786 0.18470 0.26847
H 0.09922 2.61276 0.36762
H 0.73309 1.99936 -1.18138
H 1.17525 -2.27638 1.38899
C -0.52102 -0.56719 -1.01033
H -0.44675 -2.82612 -0.56041
H -1.01761 2.24574 -0.95515
C -0.11407 -1.83017 -0.27980
H 0.11607 -0.42479 -1.89629
C 0.72051 -1.54763 0.72313
C -0.09126 1.92835 -0.46550
O -1.34774 0.56797 0.96143
*
```

Molecular formula: C6H10O
Method: DFT, wB97M-V/def2-TZVPD

The total energy comes out at -8426.0494 eV. The value obtained for the highest occupied orbital energy is -8.2620 eV. The energy above the lowest of the compared OMol25 structures with the same formula, charge and spin is 500.8 kJ/mol. The gap between HOMO and LUMO is 9.1 eV.

```
! wB97M-V def2-TZVPD RIJCOSX def2/J DEFGRID3
* xyz 0 1
H 0.69200 -1.46321 -1.23746
H 1.73567 -0.08003 1.02349
H 0.34926 1.57002 -1.21661
H -0.49449 -2.33445 -0.31799
H 0.76941 2.87468 0.88678
H -0.93841 -1.47348 -2.02832
C -0.38657 -1.32472 -1.09918
H 2.51514 1.24129 0.01704
C 0.57823 1.80969 0.97912
H -1.70170 0.32282 -0.55642
O -0.81973 -0.68556 1.01451
C 1.60898 0.84346 0.46499
C 0.31473 1.02642 -0.27309
H -2.25986 -1.81939 0.11294
C -1.27828 -1.95068 0.61968
C -0.71553 -0.07238 -0.25949
H 0.03116 1.51552 1.87002
*
```

Among the records above, which one has the lowest gap between HOMO and LUMO? number 1

Among the records above, which one has the highest gap between HOMO and LUMO? number 2

Among the records above, which one has the highest highest occupied orbital energy? number 1

Repeat the first record exactly.
Molecular formula: C6H10O
Method: DFT, wB97M-V/def2-TZVPD

The total energy comes out at -8426.3130 eV. The value obtained for the highest occupied orbital energy is -6.4713 eV. The energy above the lowest of the compared OMol25 structures with the same formula, charge and spin is 475.4 kJ/mol. The gap between HOMO and LUMO is 7.4 eV.

```
! wB97M-V def2-TZVPD RIJCOSX def2/J DEFGRID3
* xyz 0 1
H -2.05558 -1.40876 -0.60987
C 1.19262 0.62276 0.22003
O -1.07221 0.44630 -0.73841
H -1.17951 1.05406 1.29848
H -2.65382 1.36462 0.27948
C -1.17145 -0.91792 -0.23058
C 1.27401 -0.89806 0.41496
H -0.12338 -2.64425 0.25307
C -0.03977 -1.57173 0.12048
H 2.04959 -1.29672 -0.25672
C 0.27502 0.97256 -0.93584
H 0.83079 1.11649 1.12809
H 0.60896 0.51772 -1.87291
H 1.62533 -1.10786 1.43578
H 2.17913 1.05003 0.00695
C -1.86958 0.65382 0.55531
H 0.12986 2.04695 -1.06830
*
```